{"formula": "C21H21BBaN12O6", "method": "wB97M-V/def2-TZVPD", "species": ["N", "H", "N", "C", "C", "H", "H", "N", "H", "C", "C", "C", "H", "H", "H", "O", "C", "C", "B", "H", "H", "C", "N", "O", "N", "N", "C", "C", "O", "C", "H", "N", "H", "O", "H", "N", "C", "N", "C", "C", "C", "C", "C", "O", "H", "C", "H", "C", "N", "N", "H", "H", "O", "H", "H", "H", "N", "C", "Ba", "H", "C", "H"], "xyz": [[-0.574, -2.626, -2.240], [-1.311, 4.135, 2.812], [1.562, 0.040, 1.416], [-1.240, 3.070, 2.676], [-0.910, 0.132, 5.702], [1.065, -1.604, 7.610], [2.736, 4.043, -0.958], [-0.687, 0.943, 2.903], [0.146, 2.327, 4.263], [1.980, 2.914, -3.135], [-0.436, 3.216, -3.383], [0.697, -3.828, -3.820], [2.760, -1.011, 4.219], [-0.287, 4.323, -1.147], [-1.352, -2.382, 4.792], [-1.644, -2.489, -1.565], [3.592, -0.519, 2.198], [-1.350, -2.504, 3.722], [0.045, -0.344, 3.349], [1.879, 2.529, -4.148], [1.859, 5.241, -0.024], [-1.135, 1.931, -2.583], [-2.403, -5.382, -3.270], [1.406, 3.361, 0.483], [0.756, 3.555, -2.753], [1.644, -3.994, -4.452], [-0.660, -0.309, 6.979], [0.696, 4.453, -1.603], [-1.544, 2.226, -1.458], [2.662, -0.677, 3.202], [1.438, 2.463, 0.110], [-1.499, 1.001, 1.823], [-0.276, 2.882, -4.403], [3.514, 1.294, -2.346], [2.805, 3.624, -3.101], [0.939, -1.097, 5.598], [2.372, 1.695, -2.209], [0.071, -0.337, 4.894], [-0.501, 2.176, 3.415], [-1.840, 2.277, 1.689], [-1.544, -3.119, 1.626], [0.513, -1.074, 6.849], [1.759, 4.272, -0.517], [1.447, 1.297, -1.447], [4.651, -0.702, 2.251], [-1.557, -4.609, -3.172], [-2.450, -4.356, 3.251], [-1.892, -3.493, 2.931], [-0.843, -1.994, 1.629], [1.454, -0.331, 2.715], [-1.774, -3.599, 0.688], [-1.175, 4.011, -3.296], [-1.104, 0.891, -3.224], [-2.476, 2.572, 0.871], [-1.712, 0.733, 5.309], [3.175, 0.180, 0.102], [-0.730, -1.615, 2.920], [-0.492, -3.660, -3.048], [-0.478, -0.293, -0.577], [-1.234, -0.105, 7.866], [2.846, -0.071, 1.100], [0.762, 5.471, -2.007]], "nbo_charge": [-0.02, 0.22, -0.38, -0.35, -0.03, 0.20, 0.17, -0.36, 0.22, -0.37, -0.33, 0.29, 0.25, 0.26, 0.22, -0.60, -0.37, -0.02, 0.94, 0.23, 0.18, 0.81, -0.34, -0.72, -0.12, -0.35, -0.37, -0.28, -0.73, -0.02, 0.51, -0.35, 0.23, -0.65, 0.23, -0.28, 0.80, -0.37, -0.02, -0.05, -0.04, -0.06, -0.07, -0.87, 0.22, 0.28, 0.22, -0.36, -0.37, -0.36, 0.23, 0.23, -0.67, 0.22, 0.23, 0.23, -0.35, -0.20, 1.85, 0.22, -0.05, 0.21], "spin_multiplicity": 2, "homo_ha": [-0.22913, -0.22912], "charge": -1, "e_above_lowest_kcal_mol": 7.3, "gap_ev": [8.316, 5.904]}

---

{"formula": "C21H21BBaN12O6", "method": "wB97M-V/def2-TZVPD", "species": ["H", "H", "C", "N", "C", "H", "Ba", "N", "N", "H", "C", "H", "C", "C", "H", "C", "O", "N", "C", "O", "N", "H", "C", "C", "H", "H", "C", "C", "C", "O", "C", "O", "N", "N", "H", "C", "C", "O", "C", "N", "C", "H", "H", "N", "H", "N", "H", "C", "C", "H", "N", "H", "C", "N", "O", "H", "H", "H", "H", "B", "H", "C"], "xyz": [[-2.124, 0.656, -2.256], [-4.686, -0.118, 1.105], [0.693, 1.827, 2.887], [-1.065, 0.678, 2.510], [-2.885, -0.361, 4.552], [0.077, 2.497, -3.602], [1.065, -0.003, -0.108], [6.174, -4.551, -0.576], [-1.228, -1.817, 2.068], [0.801, -3.835, 0.729], [-0.541, -3.864, 2.523], [-2.544, 2.133, 2.926], [0.887, 2.384, -4.329], [0.077, -3.363, 1.372], [1.750, 2.038, 2.944], [-3.906, 0.418, -0.919], [2.569, 2.223, -0.469], [-3.075, -0.609, 3.233], [3.178, 0.174, -2.919], [2.048, -0.089, -2.456], [4.135, -2.046, 0.642], [0.577, -0.188, -3.696], [5.279, -3.843, -0.423], [0.608, 1.108, -5.123], [0.856, 3.245, -5.009], [-5.676, -2.011, 4.347], [1.664, 2.642, -1.210], [2.985, -3.235, -1.090], [-1.495, 1.900, 2.872], [0.438, 2.445, -1.116], [-3.942, -0.898, 5.243], [-0.047, 0.120, -4.375], [2.142, 2.475, -3.594], [-0.340, -2.134, 1.101], [-4.766, 0.635, -1.528], [2.148, 3.404, -2.494], [-0.387, 2.679, 3.141], [3.070, -1.361, 0.713], [3.238, 1.643, -3.778], [2.063, -3.421, -1.754], [4.138, -3.008, -0.256], [1.467, 4.224, -2.718], [-4.117, -0.870, 6.304], [-1.775, 0.092, -0.279], [3.349, 1.314, -4.807], [-4.208, -1.318, 3.044], [3.160, 3.768, -2.332], [-2.558, 0.430, -1.294], [-1.359, -2.840, 2.941], [1.521, 0.722, -5.593], [-2.600, -0.140, 0.765], [-0.360, 3.705, 3.461], [-3.886, 0.048, 0.408], [0.283, 0.625, 2.489], [4.248, -0.367, -2.920], [-0.072, 1.380, -5.931], [-2.029, -2.799, 3.781], [4.147, 2.096, -3.397], [-2.017, 0.165, 4.911], [-1.992, -0.490, 2.122], [-0.413, -4.831, 2.976], [-4.742, -1.483, 4.242]], "nbo_charge": [0.21, 0.24, -0.06, -0.36, -0.04, 0.26, 1.84, -0.37, -0.36, 0.22, -0.36, 0.22, -0.28, -0.03, 0.21, -0.37, -0.75, -0.36, 0.85, -0.82, 0.08, 0.50, 0.30, -0.07, 0.21, 0.20, 0.76, 0.29, -0.03, -0.75, -0.37, -0.72, -0.15, -0.35, 0.22, -0.34, -0.35, -0.65, -0.35, -0.37, -0.23, 0.22, 0.22, -0.35, 0.23, -0.28, 0.22, -0.04, -0.02, 0.16, -0.35, 0.22, -0.02, -0.34, -0.56, 0.19, 0.22, 0.24, 0.23, 0.94, 0.22, -0.06], "spin_multiplicity": 2, "homo_ha": [-0.21393, -0.21390], "charge": -1, "e_above_lowest_kcal_mol": 18.0, "gap_ev": [7.914, 5.422]}

---

{"formula": "C21H21Br4CeI2N5O7P", "method": "wB97M-V/def2-TZVPD", "species": ["H", "C", "H", "H", "C", "H", "C", "H", "H", "H", "C", "C", "Br", "C", "C", "N", "C", "H", "Br", "C", "H", "H", "C", "Br", "N", "N", "O", "C", "C", "Ce", "H", "C", "C", "H", "N", "H", "I", "C", "C", "H", "H", "O", "H", "C", "O", "H", "C", "O", "H", "N", "P", "C", "C", "O", "H", "O", "O", "H", "I", "Br", "C", "H"], "xyz": [[5.009, 9.934, 10.862], [11.367, 11.036, 17.421], [7.622, 12.525, 9.462], [5.170, 9.762, 12.620], [12.662, 7.209, 7.180], [13.393, 10.626, 11.118], [7.030, 10.025, 11.566], [11.378, 5.806, 12.641], [7.648, 7.875, 13.687], [11.256, 5.790, 6.396], [12.643, 9.437, 16.222], [14.327, 9.535, 9.519], [9.546, 12.765, 16.045], [12.844, 8.142, 8.189], [7.259, 11.479, 9.400], [12.038, 9.343, 10.215], [10.648, 10.431, 15.146], [11.311, 4.355, 13.647], [10.959, 12.200, 18.930], [12.408, 10.093, 17.400], [13.059, 5.544, 14.373], [7.056, 4.635, 15.008], [11.740, 9.453, 15.105], [14.268, 8.575, 15.929], [7.045, 4.941, 14.030], [7.632, 9.072, 12.265], [9.869, 11.090, 9.794], [11.128, 5.442, 13.645], [14.128, 8.764, 8.395], [10.046, 8.906, 12.468], [14.938, 8.620, 7.707], [8.360, 4.724, 13.407], [11.392, 6.526, 7.175], [7.683, 11.143, 8.468], [9.108, 10.397, 10.687], [10.738, 10.611, 9.848], [8.549, 6.125, 7.434], [7.797, 10.608, 10.524], [13.232, 9.863, 10.363], [8.366, 5.054, 12.389], [6.179, 11.462, 9.317], [9.168, 7.218, 13.864], [11.879, 5.772, 15.598], [5.581, 10.292, 11.748], [9.782, 10.430, 14.168], [12.258, 7.016, 14.372], [11.841, 8.382, 9.224], [11.809, 8.641, 14.064], [8.742, 3.715, 13.422], [12.138, 5.976, 14.590], [9.538, 5.808, 14.359], [10.621, 11.269, 16.274], [10.364, 6.874, 8.071], [9.961, 7.394, 10.439], [5.340, 11.348, 11.844], [6.999, 8.564, 13.356], [9.471, 5.577, 15.848], [15.323, 9.936, 9.770], [14.177, 6.774, 5.722], [13.655, 10.084, 18.835], [10.674, 7.541, 9.325], [6.360, 4.506, 13.454]], "nbo_charge": [0.26, -0.11, 0.27, 0.27, -0.18, 0.21, 0.25, 0.25, 0.53, 0.24, -0.22, -0.28, 0.14, -0.05, -0.68, -0.55, 0.26, 0.26, 0.11, -0.13, 0.43, 0.39, 0.32, 0.09, -0.84, -0.20, -0.50, -0.63, -0.09, 2.07, 0.24, -0.57, -0.23, 0.27, -0.18, 0.51, 0.21, 0.26, 0.10, 0.22, 0.24, -1.17, 0.48, -0.69, -0.72, 0.49, 0.06, -0.83, 0.19, -0.72, 2.16, -0.17, -0.24, -0.76, 0.25, -0.48, -1.07, 0.24, 0.18, 0.13, 0.34, 0.38], "homo_ha": [-0.38066, -0.38062], "charge": 1, "e_above_lowest_kcal_mol": 31.6, "gap_ev": [4.928, 4.896]}

---

{"formula": "C21H21BrN4O5", "method": "wB97M-V/def2-TZVPD", "species": ["H", "C", "H", "C", "C", "N", "O", "H", "N", "H", "C", "H", "C", "C", "C", "C", "C", "C", "C", "O", "O", "H", "H", "O", "C", "N", "C", "C", "O", "C", "C", "H", "H", "C", "H", "H", "H", "H", "H", "C", "H", "C", "H", "C", "N", "Br", "C", "H", "H", "H", "H", "H"], "xyz": [[-3.283, -1.043, -4.872], [3.243, -0.975, 0.125], [-1.465, 5.000, 3.722], [4.532, -0.706, 0.618], [-2.487, -1.037, -4.134], [6.078, 0.037, 2.423], [3.841, -0.022, 2.765], [-0.947, 1.843, 2.098], [-3.344, -1.250, 1.902], [-3.772, -1.608, -2.499], [0.693, -1.004, -1.217], [-0.475, 3.536, 3.931], [-3.146, 1.563, 0.126], [-2.760, -1.354, -2.799], [3.056, -1.430, -1.192], [-4.799, -1.114, 1.981], [-0.162, -0.695, -3.577], [4.177, -1.640, -1.997], [4.774, -0.219, 1.992], [7.984, -0.739, -0.356], [1.833, -1.695, -1.753], [-3.840, 1.317, 2.144], [-2.952, -2.175, 1.999], [-3.373, 3.670, 2.880], [-2.223, 3.276, 2.734], [-1.916, 2.118, 2.152], [-2.904, 1.194, 1.597], [5.464, -1.377, -1.522], [-1.255, -0.559, 1.658], [5.646, -0.902, -0.215], [-1.069, 4.115, 3.226], [-5.077, -0.554, 2.877], [-0.457, 4.414, 2.377], [-1.187, -0.709, -4.527], [-3.506, 2.591, 0.060], [0.935, 0.038, -0.985], [2.391, -0.829, 0.782], [-5.259, -2.102, 2.032], [-3.894, 0.899, -0.307], [-1.728, -1.349, -1.855], [-1.944, -1.604, -0.822], [-2.446, -0.272, 1.740], [4.032, -2.005, -3.009], [6.979, -0.599, 0.334], [7.108, -0.139, 1.647], [-0.810, -0.288, -6.353], [-0.419, -1.021, -2.235], [-2.218, 1.471, -0.440], [0.845, -0.439, -3.891], [6.320, -1.540, -2.173], [-5.182, -0.596, 1.100], [0.368, -1.493, -0.292]], "nbo_charge": [0.23, -0.20, 0.24, -0.13, -0.24, -0.13, -0.45, 0.42, -0.60, 0.22, -0.09, 0.23, -0.60, -0.20, 0.32, -0.42, -0.17, -0.23, 0.57, -0.46, -0.49, 0.23, 0.41, -0.64, 0.67, -0.61, -0.14, -0.13, -0.66, -0.17, -0.71, 0.21, 0.23, -0.08, 0.23, 0.20, 0.24, 0.22, 0.20, -0.20, 0.22, 0.68, 0.24, 0.59, -0.12, 0.06, -0.06, 0.22, 0.22, 0.24, 0.20, 0.21], "homo_ha": -0.34641, "gap_ev": 6.864, "smiles": "O=C1N=NC(=O)c2cc(OCc3cccc(Br)c3)ccc21.CNC(=O)[C@H](C)NC(C)=O"}

---

Repeat the third record exactly.
{"formula": "C21H21Br4CeI2N5O7P", "method": "wB97M-V/def2-TZVPD", "species": ["H", "C", "H", "H", "C", "H", "C", "H", "H", "H", "C", "C", "Br", "C", "C", "N", "C", "H", "Br", "C", "H", "H", "C", "Br", "N", "N", "O", "C", "C", "Ce", "H", "C", "C", "H", "N", "H", "I", "C", "C", "H", "H", "O", "H", "C", "O", "H", "C", "O", "H", "N", "P", "C", "C", "O", "H", "O", "O", "H", "I", "Br", "C", "H"], "xyz": [[5.009, 9.934, 10.862], [11.367, 11.036, 17.421], [7.622, 12.525, 9.462], [5.170, 9.762, 12.620], [12.662, 7.209, 7.180], [13.393, 10.626, 11.118], [7.030, 10.025, 11.566], [11.378, 5.806, 12.641], [7.648, 7.875, 13.687], [11.256, 5.790, 6.396], [12.643, 9.437, 16.222], [14.327, 9.535, 9.519], [9.546, 12.765, 16.045], [12.844, 8.142, 8.189], [7.259, 11.479, 9.400], [12.038, 9.343, 10.215], [10.648, 10.431, 15.146], [11.311, 4.355, 13.647], [10.959, 12.200, 18.930], [12.408, 10.093, 17.400], [13.059, 5.544, 14.373], [7.056, 4.635, 15.008], [11.740, 9.453, 15.105], [14.268, 8.575, 15.929], [7.045, 4.941, 14.030], [7.632, 9.072, 12.265], [9.869, 11.090, 9.794], [11.128, 5.442, 13.645], [14.128, 8.764, 8.395], [10.046, 8.906, 12.468], [14.938, 8.620, 7.707], [8.360, 4.724, 13.407], [11.392, 6.526, 7.175], [7.683, 11.143, 8.468], [9.108, 10.397, 10.687], [10.738, 10.611, 9.848], [8.549, 6.125, 7.434], [7.797, 10.608, 10.524], [13.232, 9.863, 10.363], [8.366, 5.054, 12.389], [6.179, 11.462, 9.317], [9.168, 7.218, 13.864], [11.879, 5.772, 15.598], [5.581, 10.292, 11.748], [9.782, 10.430, 14.168], [12.258, 7.016, 14.372], [11.841, 8.382, 9.224], [11.809, 8.641, 14.064], [8.742, 3.715, 13.422], [12.138, 5.976, 14.590], [9.538, 5.808, 14.359], [10.621, 11.269, 16.274], [10.364, 6.874, 8.071], [9.961, 7.394, 10.439], [5.340, 11.348, 11.844], [6.999, 8.564, 13.356], [9.471, 5.577, 15.848], [15.323, 9.936, 9.770], [14.177, 6.774, 5.722], [13.655, 10.084, 18.835], [10.674, 7.541, 9.325], [6.360, 4.506, 13.454]], "nbo_charge": [0.26, -0.11, 0.27, 0.27, -0.18, 0.21, 0.25, 0.25, 0.53, 0.24, -0.22, -0.28, 0.14, -0.05, -0.68, -0.55, 0.26, 0.26, 0.11, -0.13, 0.43, 0.39, 0.32, 0.09, -0.84, -0.20, -0.50, -0.63, -0.09, 2.07, 0.24, -0.57, -0.23, 0.27, -0.18, 0.51, 0.21, 0.26, 0.10, 0.22, 0.24, -1.17, 0.48, -0.69, -0.72, 0.49, 0.06, -0.83, 0.19, -0.72, 2.16, -0.17, -0.24, -0.76, 0.25, -0.48, -1.07, 0.24, 0.18, 0.13, 0.34, 0.38], "homo_ha": [-0.38066, -0.38062], "charge": 1, "e_above_lowest_kcal_mol": 31.6, "gap_ev": [4.928, 4.896]}